[1]
ORCA calculation (ωB97M-V/def2-TZVPD) on C44H36BaN5SSb as an isolated structure.

Geometry as XYZ:
```
88
Properties=species:S:1:pos:R:3:mulliken_charge:R:1
Ba -1.27334 -0.47792 -1.02610 1.958
C -1.88838 2.12366 -0.62381 1.947
C -2.45926 3.20335 -0.51498 -3.319
C -3.02660 4.51673 -0.40099 0.497
C -2.60617 5.54250 -1.25510 -0.316
C -3.14514 6.81479 -1.15263 -0.546
C -4.10719 7.09119 -0.19234 -0.392
C -4.53205 6.08227 0.66159 -0.476
C -4.00180 4.80713 0.55781 -0.357
H -1.85476 5.32055 -2.00292 0.475
H -2.80631 7.59740 -1.82028 0.379
H -4.51651 8.08889 -0.10291 0.376
H -5.27887 6.29185 1.41688 0.366
H -4.33242 4.01958 1.22230 0.432
C 3.26302 0.48637 0.67205 -0.898
C 1.93638 0.39847 0.27759 0.056
N 1.57407 0.00234 -0.94351 0.241
C 2.53485 -0.32264 -1.80874 -0.640
C 3.89069 -0.24759 -1.52241 0.002
C 4.24949 0.15920 -0.23821 0.058
C 4.89296 -0.63287 -2.53724 -0.686
C 6.00496 0.03372 -2.83293 -0.420
C 6.41721 1.34033 -2.27438 0.163
C 5.53870 2.41003 -2.13750 -0.143
C 6.05782 3.58468 -1.62976 -0.165
N 7.33543 3.71205 -1.27592 -0.598
C 8.08967 2.63516 -1.45970 -0.150
N 7.70554 1.46024 -1.94687 -0.596
H 3.50650 0.80675 1.67534 0.406
H 1.14390 0.68571 0.95646 0.264
H 2.20882 -0.65893 -2.78827 0.443
H 5.29560 0.20183 0.03935 0.529
H 4.70388 -1.56517 -3.05967 0.454
H 6.70776 -0.39810 -3.53562 0.394
H 4.50083 2.32841 -2.42976 0.519
H 5.43219 4.46164 -1.50473 0.400
H 9.13491 2.72426 -1.18577 0.432
N -1.55720 6.98307 2.24097 -0.528
C -0.74803 6.34265 1.73642 0.037
C 0.28738 5.57937 1.09267 0.444
C 1.31576 6.22490 0.41574 -0.451
C 2.32593 5.45604 -0.13065 -0.618
C 2.27378 4.08011 0.04272 0.140
N 1.28898 3.45153 0.67675 -0.117
C 0.30388 4.18848 1.17881 -0.403
H 1.31814 7.30336 0.33157 0.500
H 3.14580 5.91579 -0.66457 0.382
H 3.06711 3.44660 -0.34455 0.104
H -0.50790 3.66158 1.66614 0.484
C -0.16663 -3.16593 -2.02034 -1.055
H 0.25564 -3.29422 -1.02110 0.358
H 0.22872 -2.23765 -2.45069 -0.093
H 0.22691 -3.96901 -2.64245 0.453
S -2.36283 -2.88029 0.49867 -0.584
Sb -2.42520 -3.62598 -1.70804 0.978
C -4.56030 -4.15281 -1.76356 -0.321
C -5.42200 -4.00150 -0.68483 -0.190
C -6.77164 -4.32257 -0.80096 -0.535
C -7.27403 -4.79671 -2.00186 -0.417
C -6.42204 -4.95518 -3.08989 -0.634
C -5.07940 -4.63720 -2.96506 -0.331
C -2.87911 -1.92984 -3.00076 -0.894
C -3.93394 -1.11140 -2.59545 0.079
C -4.08003 0.17008 -3.11382 -0.555
C -3.19541 0.63094 -4.08305 -0.457
C -2.18440 -0.20249 -4.54779 -0.674
C -2.01807 -1.46941 -3.99405 0.274
C -1.97166 -5.62995 -2.33948 0.296
C -2.48750 -6.66884 -1.57062 -0.368
C -2.27242 -7.98717 -1.94212 -0.563
C -1.57235 -8.27598 -3.10652 -0.457
C -1.08050 -7.24426 -3.89160 -0.681
C -1.27054 -5.92426 -3.50144 -0.227
H -5.03146 -3.62708 0.25530 0.371
H -7.43100 -4.20056 0.04978 0.407
H -8.32417 -5.04453 -2.09252 0.367
H -6.80625 -5.32896 -4.03111 0.391
H -4.42680 -4.77720 -3.82360 0.304
H -4.61582 -1.46188 -1.82664 0.311
H -4.86326 0.81950 -2.74642 0.419
H -3.29140 1.63725 -4.46711 0.409
H -1.51067 0.14391 -5.32155 0.428
H -1.18953 -2.08825 -4.31980 0.286
H -3.06797 -6.45054 -0.68074 0.352
H -2.66074 -8.79005 -1.32858 0.399
H -1.41632 -9.30478 -3.40465 0.366
H -0.54766 -7.46608 -4.80767 0.392
H -0.87265 -5.12817 -4.12094 0.332
```

As for the energy above the lowest of the compared OMol25 structures with the same formula, charge and spin: 0.070 eV. The value obtained for the LUMO energy is -0.528 eV. Its orbital gap is 7.07 eV. The calculation puts the HOMO energy at -7.60 eV. The total charge is 0. The energy comes out at -71725.732 eV.

---

[2]
ORCA calculation (ωB97M-V/def2-TZVPD) on C44H37BiI3N2OP as an isolated structure.

Geometry as XYZ:
```
89
Properties=species:S:1:pos:R:3:mulliken_charge:R:1
Bi -1.94796 1.71140 -0.28780 1.566
I 5.41294 2.49869 -3.46782 0.035
C 3.41474 2.57887 -2.84647 -0.554
C 2.97699 3.63837 -2.06710 -0.326
C 1.65568 3.65229 -1.66426 -0.398
I 0.97990 5.21331 -0.44774 0.021
C 0.72968 2.63883 -1.99844 0.376
O -0.51468 2.75565 -1.59064 -1.006
C 1.21236 1.57352 -2.79052 1.245
C 0.38610 0.35983 -3.17891 -0.754
N -1.05120 0.57984 -3.23466 0.205
C -1.46619 1.56105 -4.20721 -0.889
C -2.91639 1.95565 -4.05153 0.591
C -3.48906 2.82204 -4.98298 -1.001
C -4.80540 3.20454 -4.82829 -0.244
C -5.52663 2.70330 -3.75190 -0.840
C -4.88271 1.83962 -2.88815 -0.091
N -3.60693 1.46685 -3.02551 -0.117
C 2.54005 1.57222 -3.20780 -0.636
H 3.64606 4.43730 -1.78167 0.398
H 0.56521 -0.44636 -2.45814 -0.813
H 0.78980 -0.00706 -4.13522 0.742
H -1.52244 -0.30286 -3.38810 0.343
H -1.30530 1.23739 -5.24713 0.519
H -0.85725 2.45714 -4.06422 0.315
H -2.89439 3.18696 -5.81191 0.421
H -5.26664 3.88274 -5.53494 0.405
H -6.56010 2.97633 -3.58755 0.381
H -5.40926 1.42170 -2.03581 0.410
H 2.88856 0.75186 -3.82509 0.488
I -3.63053 1.50292 2.48300 -0.039
C -1.96929 2.45844 3.35877 -0.088
C -2.18246 2.96143 4.60879 -0.646
C -1.11381 3.54328 5.31952 -0.691
C 0.12976 3.55353 4.76545 -0.908
C 0.36735 3.00624 3.48077 1.075
C 1.68736 2.96470 2.97164 -1.092
C 1.94402 2.38998 1.76491 -1.355
C 0.87565 1.90073 0.98814 0.113
C -0.43167 1.96510 1.39542 0.676
C -0.70736 2.47259 2.70374 0.423
H -3.16122 2.89991 5.06400 0.411
H -1.28927 3.95485 6.30475 0.390
H 0.96921 3.97689 5.30523 0.395
H 2.48693 3.38582 3.57020 0.382
H 2.95537 2.33209 1.38030 0.511
H 1.11572 1.46741 0.02559 -0.239
C 1.51038 -4.67752 1.73771 -1.597
C 2.01376 -3.55916 2.61330 1.155
C 2.84391 -3.87385 3.68854 -0.749
C 3.31274 -2.90391 4.56047 -0.778
C 2.94747 -1.57871 4.37728 -0.668
C 2.13971 -1.24509 3.30223 -0.903
C 1.66937 -2.21489 2.40966 0.355
P 0.69509 -1.49694 1.03116 2.518
C 1.09770 -2.50489 -0.45325 0.664
C 0.16925 -3.33751 -1.07604 -0.140
C 0.45145 -3.94798 -2.28934 -0.930
C 1.67944 -3.73362 -2.89631 -0.771
C 2.60951 -2.90422 -2.28661 -0.810
C 2.33599 -2.27092 -1.07724 0.187
C 3.34955 -1.31866 -0.49301 -1.248
C -1.03229 -1.96580 1.43039 0.549
C -1.36053 -2.75691 2.53008 -0.744
C -2.67950 -3.07190 2.82299 -0.908
C -3.69282 -2.60523 1.99807 -0.835
C -3.38014 -1.80288 0.91383 -0.424
C -2.06172 -1.44410 0.62515 -0.041
C -1.77895 -0.57641 -0.55089 -0.059
H 1.53574 -5.62031 2.28494 0.540
H 2.12736 -4.79119 0.84324 0.247
H 0.48927 -4.50025 1.40469 0.192
H 3.11205 -4.91245 3.84913 0.448
H 3.95823 -3.18493 5.38357 0.372
H 3.29723 -0.80987 5.05473 0.467
H 1.86553 -0.20784 3.13518 0.161
H -0.78728 -3.51822 -0.59949 0.348
H -0.28475 -4.59246 -2.75397 0.441
H 1.91411 -4.20972 -3.84032 0.384
H 3.56932 -2.73184 -2.76140 0.418
H 4.29377 -1.38420 -1.03262 0.510
H 3.54457 -1.51940 0.56113 0.141
H 2.98998 -0.28651 -0.56436 0.049
H -0.57129 -3.13821 3.16638 0.407
H -2.91206 -3.68751 3.68243 0.432
H -4.72558 -2.86304 2.19973 0.391
H -4.17345 -1.43812 0.26767 0.489
H -2.51482 -0.72878 -1.34084 0.978
H -0.78858 -0.74099 -0.96077 -1.349
```

As for the energy above the lowest of the compared OMol25 structures with the same formula, charge and spin: 0.685 eV. The value obtained for the LUMO energy is 0.262 eV. Its orbital gap is 7.84 eV. The calculation puts the HOMO energy at -7.58 eV. The total charge is 0. The energy comes out at -90687.003 eV.

---

[3]
ORCA calculation (ωB97M-V/def2-TZVPD) on C44H38AlBBrF10IMg2N2O13S as an isolated structure at a distorted geometry.

Geometry as XYZ:
```
114
Properties=species:S:1:pos:R:3:mulliken_charge:R:1
C 3.51637 1.76006 0.51345 -1.167
C 2.08428 1.99853 0.93937 0.442
F 1.44900 0.76564 1.10890 -0.483
N 1.32246 2.88761 0.01867 1.531
C 1.98713 3.12484 -1.23140 -1.878
C 2.83938 4.22951 -1.33212 -0.082
C 3.06856 5.16600 -0.15148 -0.202
C 4.53206 5.60958 -0.03911 -0.961
C 5.05571 5.63710 1.41212 -1.087
I 6.95027 4.61130 1.51703 0.010
C 3.51427 4.47886 -2.52376 -0.204
C 3.38702 3.66479 -3.63913 -1.201
C 2.54564 2.57039 -3.53917 -0.671
C 1.87622 2.32455 -2.35924 2.204
S 0.80165 0.91384 -2.19753 -0.002
C -0.45054 1.56242 -1.08586 2.997
C -1.76192 1.12688 -1.19549 -0.491
C -2.72781 1.61762 -0.33664 -1.541
C -2.32284 2.51308 0.63315 -0.805
C -1.00687 2.93047 0.77021 0.087
C -0.75307 3.88516 1.92242 0.593
F 0.39901 4.54133 1.86478 -0.139
F -0.78652 3.23941 3.08738 -0.253
F -1.72491 4.81518 1.94668 -0.304
C -0.02617 2.46885 -0.11539 -1.977
H 4.12553 2.65576 0.51402 0.082
H 3.59779 1.21762 -0.42261 0.254
H 3.97371 1.10467 1.26690 0.557
H 2.05950 2.46381 1.92332 0.356
H 2.71579 4.62716 0.72434 0.004
H 2.38300 6.00368 -0.31298 0.574
H 5.19884 5.00326 -0.64603 0.448
H 4.59544 6.62581 -0.43473 0.449
H 4.36491 5.19931 2.12719 0.413
H 5.24646 6.65357 1.74146 0.500
H 4.18486 5.32582 -2.56535 0.543
H 3.95180 3.87427 -4.53427 0.435
H 2.44646 1.93010 -4.40877 0.396
H -2.03265 0.39013 -1.95755 0.306
H -3.75589 1.29535 -0.39475 0.494
H -3.06965 2.88354 1.32182 0.483
Mg -0.92645 0.39383 -3.89968 0.490
B 8.28691 0.41311 -0.64567 0.504
O 6.99654 1.05704 -0.29847 -0.344
C 6.49221 1.64188 -1.36310 0.595
O 5.45570 2.24427 -1.41042 -0.113
C 7.43362 1.42618 -2.54825 0.195
O 7.28082 1.81682 -3.66466 -0.553
O 8.47988 0.70523 -2.11680 -0.304
F 8.23269 -0.96396 -0.47170 -0.326
F 9.33233 0.95457 0.06786 -0.264
F 1.91331 -0.76002 4.48070 -0.453
Al 3.42926 0.00905 4.25134 0.536
F 3.19244 1.62481 3.78415 -0.309
F 4.27572 -0.82370 3.01983 -0.320
F 4.30264 -0.05735 5.68864 -0.393
C 4.71774 -4.48582 1.95687 -1.294
C 4.21905 -4.04119 3.28357 0.640
O 4.82986 -3.54572 4.15555 -0.392
N 2.73538 -4.16013 3.63927 -0.020
C 1.82297 -4.99176 2.81531 -0.836
H 5.77254 -4.23707 1.89385 0.327
H 4.59292 -5.56463 1.84333 0.410
H 4.18414 -3.96762 1.15805 0.364
H 2.74721 -4.42010 4.63018 0.416
H 2.41961 -3.17363 3.69464 0.284
H 0.80929 -4.84169 3.17650 0.358
H 2.10427 -6.03482 2.92567 0.338
H 1.89274 -4.67569 1.77975 0.336
C -1.80190 -4.35808 -4.45394 -0.191
C -1.67241 -5.58947 -4.95643 -0.451
C -2.07275 -5.89563 -6.33601 0.266
O -1.96462 -7.01353 -6.80451 -0.594
C -2.61569 -4.77867 -7.15006 -0.338
C -2.74056 -3.54900 -6.65600 -0.310
C -2.35304 -3.23407 -5.26627 0.341
O -2.43457 -2.06170 -4.82683 -0.624
H -1.51048 -4.11354 -3.44201 0.370
H -1.27578 -6.41152 -4.37611 0.392
H -2.89889 -5.02209 -8.16613 0.403
H -3.12618 -2.72525 -7.24278 0.385
O 2.30097 8.22867 -1.25859 -0.602
H 1.65924 8.03357 -1.94898 0.301
H 1.89213 8.93457 -0.74731 0.295
C 7.43012 -3.26113 5.81153 0.902
O 7.10688 -4.36781 6.22869 -0.445
O 7.35181 -2.18879 6.45432 -0.269
O 7.89910 -3.01994 4.67272 -0.294
Mg 10.23687 -0.57826 -2.82889 0.291
Br -4.30174 -3.49257 -3.87940 -0.375
C -7.60687 -3.25086 -2.05484 -0.531
C -6.94250 -3.98708 -1.07995 -0.519
C -7.19311 -3.75040 0.26109 -0.570
C -8.10134 -2.76747 0.63543 0.241
C -8.75167 -2.01191 -0.34387 0.202
C -8.50836 -2.26545 -1.68874 -0.628
C -9.69260 -0.92203 0.03408 0.582
O -10.26186 -0.26612 -0.81401 -0.664
C -9.91246 -0.64881 1.48281 0.204
C -10.74323 0.39931 1.85866 -0.562
C -10.96750 0.65747 3.20032 -0.467
C -10.36929 -0.13617 4.17378 -0.457
C -9.53630 -1.17878 3.80498 -0.563
C -9.29757 -1.43352 2.46032 0.198
C -8.37157 -2.53798 2.08094 0.557
O -7.84749 -3.22819 2.93118 -0.666
H -7.41264 -3.44508 -3.10138 0.477
H -6.22939 -4.74663 -1.37204 0.452
H -6.68174 -4.32528 1.02094 0.467
H -9.02166 -1.68789 -2.44517 0.480
H -11.20997 1.01275 1.10023 0.471
H -11.61126 1.47735 3.49095 0.393
H -10.55137 0.06297 5.22176 0.401
H -9.06643 -1.79463 4.55943 0.470
```

The value obtained for the LUMO energy is -4.646 eV. Its orbital gap is 1.20 eV. The calculation puts the HOMO energy at -5.84 eV. The total charge is 0. The energy comes out at -210162.395 eV.